Entry from the OMol25 dataset: a structure of composition C5H21CaN2Si at a distorted geometry (ωB97M-V with the def2-TZVPD basis set).

```
30
Properties=species:S:1:pos:R:3:forces:R:3
Ca 0.6807 -0.7648 -1.7800 0.1 -0.5 0.3
Si 0.6369 1.1812 1.2877 1.6 -0.5 0.1
N -0.2271 -2.7632 -2.7603 -0.2 -0.2 0.0
N 0.1053 1.0226 -3.1681 0.2 0.7 -0.3
C -0.4420 2.3489 0.2840 -0.3 0.5 0.0
C -2.0186 -2.6843 0.6495 0.7 -0.3 0.3
C 1.8188 2.2616 2.3582 -0.8 0.6 0.3
C 1.6870 0.0729 0.2897 -0.2 -0.7 -0.3
C -0.4654 0.2690 2.5291 -0.3 -0.1 0.3
H 2.5447 0.4145 -0.3299 -0.4 0.4 0.3
H -0.9070 -2.5534 0.4133 -1.7 0.2 0.3
H 2.0550 -0.8516 0.7720 -0.3 0.3 0.2
H -2.3486 -3.6224 0.1702 0.0 0.5 0.1
H 0.6326 -2.9812 -3.2786 0.1 -0.1 -0.2
H -1.3025 -0.2774 2.0764 0.2 0.1 -0.1
H 1.2725 2.9859 3.0179 0.5 -0.4 -0.4
H -0.9247 0.9851 3.2314 0.2 -0.1 -0.2
H 2.4937 2.8211 1.6903 -0.2 -0.1 0.2
H -2.6768 -1.8465 0.3499 0.7 -0.4 -0.2
H -0.5724 1.7674 -3.0159 -0.2 0.0 0.1
H 1.0376 1.4670 -3.1692 -0.1 0.0 -0.2
H -1.3336 1.9376 -0.2137 0.3 -0.2 0.2
H 0.1170 2.8921 -0.4907 0.1 -0.1 0.2
H -0.0330 0.6854 -4.1225 0.0 -0.1 -0.1
H -2.1330 -2.7953 1.7443 0.2 0.0 -0.4
H -0.8049 3.0991 0.9993 -0.1 0.1 -0.1
H 2.4421 1.6131 2.9933 -0.2 0.1 -0.2
H 0.0959 -0.4554 3.1413 0.0 0.2 -0.3
H -0.4597 -3.5907 -2.2104 0.0 -0.1 0.0
H -0.9705 -2.6383 -3.4582 0.1 0.1 0.0
```
Forces are in eV/Å.

Highest occupied orbital energy ... -0.35 eV
Net charge ... -1
E_tot ... -1279.6833 hartree